Entry 1:
44
Properties=species:S:1:pos:R:3 method="wB97M-V/def2-TZVPD" spin_multiplicity=4 e_tot_ev=-66303.01260 s_squared=3.76 gap_ev="9.17 / 8.59" total_charge=+3
Co 0.5587 -0.3883 0.2167
N 1.9786 1.3242 -2.3244
C 0.7140 0.9618 -2.5686
N 0.1942 1.2728 -3.7299
C -1.0645 0.8917 -3.9691
N -1.6079 1.1803 -5.1287
N -1.8176 0.2069 -3.0600
C -1.2481 -0.0544 -1.9310
N 0.0212 0.2922 -1.5899
C -2.0170 -0.8220 -0.9155
C -3.2997 -1.2776 -1.1618
C -3.9438 -2.0196 -0.1796
C -3.2857 -2.2822 1.0128
C -2.0037 -1.7884 1.1873
N -1.3811 -1.0725 0.2452
H 2.5004 1.7571 -3.0709
H 2.4769 0.9519 -1.5405
H -1.0745 1.6802 -5.8228
H -2.5518 0.9016 -5.3415
H -3.7615 -1.0474 -2.1109
H -4.9462 -2.3921 -0.3447
H -3.7505 -2.8563 1.8018
H -1.4569 -1.9726 2.1039
N 0.9248 -3.7720 -0.6671
C 1.9178 -3.1036 -0.0679
N 3.0524 -3.7422 0.1932
O 1.7965 -1.8791 0.2509
H 1.0226 -4.7336 -0.9486
H 0.0695 -3.3013 -0.8987
H 3.1888 -4.7096 -0.0503
H 3.8214 -3.2570 0.6231
N 1.1351 4.2212 3.8276
C 1.4012 2.7624 3.5904
C 0.8433 2.2960 2.2335
N 1.1017 0.8619 1.9919
H 1.5165 4.5192 4.7312
H 0.1332 4.4296 3.8410
H 1.5667 4.8101 3.1105
H 0.9435 2.2075 4.4087
H 2.4794 2.6130 3.6373
H 1.3000 2.8713 1.4268
H -0.2344 2.4618 2.1968
H 0.6828 0.3156 2.7430
H 2.1036 0.6817 2.0488

---

Entry 2:
40
Properties=species:S:1:pos:R:3 method="wB97M-V/def2-TZVPD" spin_multiplicity=1 e_tot_ev=-35203.52112 gap_ev=6.36 total_charge=-1
N 3.9551 -2.9652 -1.6494
P 2.8131 -2.2895 -2.5563
Nb 1.7767 -0.1878 -1.3515
C 0.0957 -0.4150 -2.8852
C -0.8478 -1.6240 -2.9418
C -1.8555 -1.7425 -1.8231
F -2.9791 -2.4164 -2.2264
F -1.4083 -2.4094 -0.7267
F -2.3045 -0.5281 -1.3708
H 3.6938 -3.9134 -1.3970
H 1.7631 -3.2143 -2.8066
H 3.2426 -2.0511 -3.8905
H 1.0112 -1.0537 0.0904
H 3.3387 -0.0703 -0.3916
H 2.7034 0.8797 -2.5476
H 1.0967 1.4103 -0.8053
H -0.5003 0.5066 -2.8257
H 0.5973 -0.3862 -3.8658
H -0.2978 -2.5749 -2.9729
H -1.4659 -1.5924 -3.8538
N -5.9145 -0.3477 0.7795
C -4.8327 0.4373 0.4911
C -4.9275 1.5687 1.2563
C -6.1137 1.4588 2.0352
C -6.7010 0.2628 1.7178
H -6.0959 -1.2410 0.3633
H -4.0982 0.1171 -0.2268
H -4.2216 2.3816 1.2603
H -6.4889 2.1734 2.7484
H -7.6011 -0.2024 2.0804
N 4.1099 0.9183 2.7293
C 3.1077 1.8018 2.9937
C 3.6743 3.0023 3.3300
C 5.0861 2.8271 3.2721
C 5.3194 1.5303 2.8906
H 3.9722 -0.0288 2.4258
H 2.0784 1.5023 2.8994
H 3.1400 3.9045 3.5753
H 5.8409 3.5704 3.4677
H 6.2382 1.0010 2.7082

---

Entry 3:
34
Properties=species:S:1:pos:R:3 method="wB97M-V/def2-TZVPD" spin_multiplicity=1 de_lowest_kcal_mol=44.5 e_tot_ev=-14718.84185 gap_ev=8.32 total_charge=+1
C 2.0902 -3.2674 2.0237
C 2.0219 -1.9067 1.4950
C 1.6407 -0.8064 2.1483
C 1.0476 -0.6946 3.5168
C 1.8941 0.5173 1.2671
C 1.6075 0.7012 -0.0214
C 0.4939 0.0146 -0.7121
C -0.5864 0.9991 -0.8017
N -0.5137 1.9985 0.0184
C -1.5954 0.8938 -1.9377
C -2.2711 2.2285 -2.3059
C -2.7227 -0.0499 -1.5192
N -0.9087 0.3125 -3.1502
H 2.4843 -3.9911 1.3039
H 1.1090 -3.6255 2.2323
H 2.6731 -3.1966 2.9252
H 2.3462 -1.7878 0.4753
H 1.6358 0.0581 4.1419
H 1.0424 -1.6344 4.0900
H -0.0154 -0.4540 3.2580
H 2.7140 1.0735 1.7470
H 2.1362 1.5112 -0.5188
H 0.6006 -0.4536 -1.6940
H 0.0926 -0.8372 -0.0630
H 0.3152 1.9575 0.8046
H -1.3173 2.6761 0.1353
H -2.4009 2.8662 -1.4938
H -3.2850 1.8992 -2.4987
H -1.7307 2.7619 -2.9923
H -3.1275 0.2518 -0.6424
H -3.4808 -0.1170 -2.2635
H -2.2384 -0.9919 -1.4546
H -1.5798 0.2047 -3.8579
H -0.1715 0.8884 -3.6559

---

Entry 4:
35
Properties=species:S:1:pos:R:3 method="wB97M-V/def2-TZVPD" spin_multiplicity=1 de_lowest_kcal_mol=203.7 e_tot_ev=-22589.81679 gap_ev="3.56 / 3.14" total_charge=+1
C -1.2937 -3.2317 -1.5964
C -2.0778 -3.0556 -0.4543
C -0.8262 -2.1160 -2.2394
C -2.7628 -1.9020 -0.2146
C -1.3293 -0.8508 -1.9485
C -2.3009 -0.6534 -0.9376
C -6.3327 0.2886 0.4962
C -4.8159 1.0736 2.1639
C 8.3416 -0.3171 1.3212
C 8.3725 1.5338 -0.4140
C -2.9116 0.5212 -0.6381
N -5.1010 0.2022 1.0919
N 8.0552 1.0270 0.8667
Si -2.9226 2.2679 -0.6500
H -0.7650 -4.2094 -1.8548
H -2.5340 -3.9054 -0.0517
H -0.2501 -2.2194 -3.1807
H -3.4893 -1.7996 0.5326
H -1.0177 0.0415 -2.5692
H -6.9818 -0.2374 1.2267
H -6.7383 1.2655 0.3891
H -6.5760 -0.3214 -0.5546
H -3.7289 0.9861 2.4449
H -5.0579 2.1081 2.3071
H -5.2812 0.4878 3.0717
H 7.9927 -1.0594 0.5600
H 9.4757 -0.5524 1.5260
H 7.7114 -0.4380 2.0525
H 9.4919 1.7443 -0.5575
H 8.1617 0.8022 -1.2242
H 7.6978 2.4612 -0.5468
H 8.4163 1.5884 1.5804
H -2.5367 2.6651 -2.0908
H -1.9666 2.7125 0.5038
H -4.1186 3.0920 -0.4114

---

Entry 5:
40
Properties=species:S:1:pos:R:3 method="wB97M-V/def2-TZVPD" spin_multiplicity=1 de_lowest_kcal_mol=150.1 e_tot_ev=-26450.28791 gap_ev=9.61
C 1.7651 0.2103 -0.1186
C 0.7740 -0.1769 0.7345
C 3.2401 -0.4275 0.1374
C 4.3969 -0.1703 -0.8181
C 5.7140 -0.8880 -0.3572
C -1.2075 0.8608 -0.5837
C -1.6832 2.3451 -0.0470
C -2.5215 -0.0383 -0.8896
C -3.4824 -0.6315 0.0977
C -4.6755 -1.2508 -0.6486
C -5.6982 -1.4110 0.2895
H 2.2608 1.4882 1.1238
H 2.5155 2.1064 -0.4483
H 1.2088 0.0813 -1.0132
H 2.9881 -1.4728 0.2457
H 3.4818 0.2259 0.9989
H 4.7601 0.9263 -0.7394
H 4.1279 -0.2494 -1.8469
H 6.4079 -2.7442 -0.0058
H -1.1422 -0.0150 1.1907
H -0.5447 0.9548 -1.5593
H -3.0834 0.6438 -1.5335
H -2.2533 -0.9283 -1.7820
H -3.6977 0.3164 0.8035
H -3.1209 -1.3511 0.8947
H -4.8498 -0.6731 -1.5759
H -4.2767 -2.3007 -0.9277
H -6.0922 -0.5382 0.9402
H -5.1683 -1.9389 1.0403
H -6.8588 -2.9371 -0.5655
H -7.6190 -2.3820 0.7276
H 0.1799 2.0034 0.4881
N 1.8452 1.6215 0.0956
N -0.4726 0.2997 0.4556
N -6.9839 -2.0872 -0.1393
O 1.0322 -0.6598 1.8564
O 6.7153 -0.3896 -0.0587
O 5.5918 -2.3204 -0.1646
O -2.7827 2.8609 0.0534
O -0.5158 2.9357 0.0488

---

Entry 6:
49
Properties=species:S:1:pos:R:3 method="wB97M-V/def2-TZVPD" spin_multiplicity=1 e_tot_ev=-70675.98203 gap_ev=8.01 total_charge=+1
O -8.3867 -1.6407 -0.0806
C -7.8408 -2.2080 0.9035
O -6.4342 -2.0893 1.0273
C -5.9042 -2.7695 2.1926
C -4.5937 -3.6509 1.9349
C -3.7073 -3.2262 0.6724
C -2.3242 -2.4445 1.0708
N -2.4209 -1.1012 0.3725
N -2.4097 -1.0592 -1.0019
C -2.5646 0.3347 -1.3181
N -2.6508 1.1794 -0.1580
C -2.5729 0.2144 0.9280
N -2.6329 0.4576 2.2573
S -2.8780 2.1183 2.7481
H -8.5315 -2.8153 1.5785
H -5.7252 -2.0050 3.0248
H -6.7236 -3.4920 2.5757
H -3.9724 -3.6075 2.9071
H -4.9341 -4.7478 1.8471
H -3.3419 -4.1983 0.1593
H -4.2901 -2.6700 -0.1549
H -2.1970 -2.3294 2.2002
H -1.4345 -3.0405 0.6732
H -2.3347 -1.8822 -1.6128
H -2.6227 0.7297 -2.3815
H -2.5533 -0.3435 2.8930
H -3.9985 2.5076 1.9998
C 1.1202 1.4128 0.6922
C 1.1002 2.4296 -0.4396
O 2.3278 3.1447 -0.3166
S 3.4668 2.1463 0.2678
O 4.2316 1.6422 -0.8345
O 4.0655 2.7625 1.4103
O 2.4726 0.9667 0.7751
H 0.8555 1.8786 1.6460
H 0.4524 0.5707 0.5028
H 0.2503 3.1092 -0.3733
H 1.0940 1.9341 -1.4154
C 7.1011 2.5251 -2.3313
C 7.4000 1.0551 -2.5803
O 8.5693 1.0487 -3.3990
S 9.4930 2.3275 -3.0136
O 10.5084 1.8904 -2.1027
O 9.7850 3.0518 -4.2129
O 8.3757 3.1485 -2.1701
H 6.6067 2.9792 -3.1949
H 6.4884 2.6760 -1.4426
H 6.5778 0.5422 -3.0792
H 7.6381 0.5372 -1.6465